Below is the molecule C16H30Br2O4 at a distorted geometry, with properties calculated with the ωB97M-V functional and the def2-TZVPD basis.

structure (SMILES): CCOCCOC[C@H](OC)[C@H](CC(C)C)OC/C(Br)=C(\C)Br
LUMO: 0.0148 Eh
gap between HOMO and LUMO: 0.34192 Ha

Positions of all 52 atoms, in Å:
C 3.03178 3.01115 0.28858
C 4.32735 2.34408 -0.46935
O 4.62768 0.95453 -0.08826
C 4.38436 0.00379 -1.18277
C 2.89542 -0.66404 -1.01836
O 2.76255 -1.62885 0.08453
C 1.36026 -2.16343 0.14177
C 0.39220 -1.20516 1.04844
O 0.80121 -1.43481 2.47540
C 1.72235 -0.37813 2.92822
C -1.20488 -1.52513 0.97222
C -1.73272 -2.23419 -0.40264
C -2.01331 -1.21623 -1.65966
C -0.91715 -0.01454 -1.84570
C -2.01140 -2.13707 -3.05619
O -1.90901 -0.22357 1.21436
C -3.31858 -0.45047 1.57253
C -3.81694 0.93561 2.36363
Br -4.30360 0.94764 4.32748
C -3.88103 2.24730 1.60550
C -3.47734 2.36345 0.00423
Br -4.43250 4.00065 2.48064
H 2.02750 2.92403 -0.34770
H 2.87196 2.63852 1.39928
H 3.23674 4.17649 0.37807
H 5.27127 2.98874 -0.13277
H 4.20603 2.52946 -1.61704
H 5.15918 -0.90456 -1.17417
H 4.45246 0.46281 -2.26179
H 2.12790 0.21951 -0.78456
H 2.58312 -1.10610 -2.07081
H 1.39060 -3.23663 0.65252
H 1.01968 -2.28761 -0.97967
H 0.63921 -0.05322 0.85620
H 1.86938 -0.55273 4.09870
H 1.31749 0.71262 2.81101
H 2.81130 -0.51207 2.46507
H -1.51333 -2.24359 1.86560
H -2.79152 -2.71808 -0.13804
H -1.07681 -3.12822 -0.79376
H -3.12115 -0.80127 -1.50410
H -0.96349 0.32582 -2.97351
H 0.19066 -0.33000 -1.62862
H -1.27521 0.91451 -1.19853
H -1.95582 -1.45707 -4.03042
H -3.01013 -2.76395 -3.16793
H -1.03979 -2.81035 -3.08965
H -3.49065 -1.39338 2.24523
H -3.94432 -0.47798 0.57551
H -4.31652 3.04265 -0.49445
H -2.45953 2.95864 -0.16796
H -3.50290 1.35045 -0.57631